1.
C30H40N4O2 in the gas phase, computed with ωB97M-V/def2-TZVPD.

The value obtained for the energy is -1536.73862 a.u. The SMILES is O=C(CCC1CCCCC1)NCCN1C2=NC[C@H](Cc3ccccc3)N2C[C@H]1Cc1ccc(O)cc1. The calculation puts the HOMO energy at -8.41 eV. Its total charge is 0. Its LUMO energy is 0.5225 eV. The spin multiplicity is 1. The energy relative to the best compared isomer or geometry (same formula, charge and spin) is 0.039 eV.

Last column: Mulliken charge in e.
Element x y z (Å)
O: -4.2777 -3.1230 0.2919  -0.73
C: -3.4584 -2.5706 -0.4190  0.62
N: -2.1545 -2.4701 -0.0988  0.17
C: -1.6329 -2.9100 1.1689  -1.21
H: -0.9454 -3.7525 1.0291  0.25
C: -0.8930 -1.7727 1.8841  -0.08
N: 0.4404 -1.5995 1.3613  0.16
C: 0.7639 -1.3539 0.0702  -0.29
N: 0.0784 -1.1602 -0.9988  -0.64
C: 1.0537 -0.8568 -2.0383  -1.20
H: 0.7243 0.0194 -2.5995  0.35
H: 1.1264 -1.7033 -2.7310  0.43
C: 2.4087 -0.6213 -1.3104  1.48
N: 2.1261 -1.2933 -0.0620  0.25
C: 2.7596 -1.2331 1.2305  -0.62
H: 3.3571 -2.1379 1.3945  0.44
H: 3.4159 -0.3649 1.3232  0.08
C: 1.5542 -1.1690 2.1962  -0.04
C: 1.3475 0.2616 2.7575  -1.57
C: 1.4564 1.3002 1.6775  -0.06
C: 0.4057 1.5381 0.8012  0.32
C: 0.5455 2.4204 -0.2536  -0.46
C: 1.7448 3.0940 -0.4487  0.85
C: 2.7946 2.8875 0.4403  -1.02
C: 2.6450 1.9990 1.4862  -0.06
H: 3.4692 1.8537 2.1709  0.39
H: 3.7178 3.4244 0.2917  0.45
O: 1.9343 3.9556 -1.4851  -0.60
H: 1.1252 4.0228 -2.0065  0.31
H: -0.2788 2.5796 -0.9360  0.22
H: -0.5373 1.0316 0.9317  0.08
H: 0.3676 0.3085 3.2364  0.51
H: 2.1100 0.4372 3.5185  0.49
H: 1.6658 -1.8638 3.0361  0.53
C: 3.6279 -1.1979 -2.0307  -1.40
C: 4.8722 -0.9052 -1.2410  0.33
C: 5.3319 0.4017 -1.1224  0.00
C: 6.4408 0.6918 -0.3490  -0.78
C: 7.1104 -0.3228 0.3145  -0.46
C: 6.6664 -1.6281 0.1950  -0.60
C: 5.5532 -1.9154 -0.5760  -0.40
H: 5.2096 -2.9364 -0.6642  0.38
H: 7.1879 -2.4254 0.7045  0.40
H: 7.9771 -0.0971 0.9180  0.40
H: 6.7858 1.7121 -0.2654  0.42
H: 4.8171 1.1977 -1.6417  0.42
H: 3.6906 -0.7373 -3.0191  0.32
H: 3.4986 -2.2745 -2.1527  0.54
H: 2.5712 0.4547 -1.1357  -0.73
H: -1.4926 -0.8565 1.7910  -0.02
H: -0.7893 -2.0169 2.9443  0.46
H: -2.4864 -3.2418 1.7676  0.54
H: -1.4852 -1.9692 -0.6904  0.19
C: -3.8103 -1.9287 -1.7520  -0.43
C: -4.9685 -0.9415 -1.5812  -1.41
C: -4.7328 0.1135 -0.4950  0.87
C: -3.5258 1.0087 -0.7819  -0.09
C: -3.3533 2.0465 0.3255  -0.04
C: -4.6056 2.9043 0.4685  -0.99
C: -5.8135 2.0204 0.7581  -0.72
C: -5.9861 0.9803 -0.3439  -1.21
H: -6.8442 0.3441 -0.1176  0.41
H: -6.1876 1.4878 -1.2911  0.32
H: -6.7150 2.6323 0.8364  0.41
H: -5.6698 1.5129 1.7148  0.33
H: -4.4701 3.6319 1.2721  0.39
H: -4.7749 3.4573 -0.4587  0.36
H: -2.4916 2.6840 0.1145  0.02
H: -3.1641 1.5342 1.2727  0.18
H: -2.6174 0.4080 -0.8589  -0.22
H: -3.6761 1.5190 -1.7372  0.24
H: -4.5607 -0.4094 0.4519  0.29
H: -5.8589 -1.5107 -1.3071  0.39
H: -5.1623 -0.4472 -2.5366  0.47
H: -4.1250 -2.7207 -2.4351  0.43
H: -2.9339 -1.4385 -2.1744  0.21

***

2.
A molecular structure, C31H47GaN4Sb, computed with ωB97M-V/def2-TZVPD.

The value obtained for the energy is -3593.29460 a.u. The calculation puts the HOMO energy at -9.90 eV. Its total charge is +1. Its LUMO energy is -2.4051 eV. The spin multiplicity is 1.

Last column: Mulliken charge in e.
Element x y z (Å)
Ga: 0.3376 -0.6126 0.3215  0.69
C: 0.5748 0.8458 3.8071  -0.54
C: -0.9589 0.7881 3.7886  -0.82
C: -1.6042 0.2201 2.5024  -0.64
N: -0.8570 -0.8613 1.8864  -0.13
C: -0.7686 -2.0463 2.4884  0.77
C: -1.5639 -2.3802 3.5948  -0.70
C: -1.5287 -3.4563 4.4654  -0.61
C: -0.6175 -4.4947 4.5342  -0.53
C: 0.3731 -4.7656 3.6068  -0.75
C: 0.6316 -4.1559 2.3917  -0.81
C: 0.0960 -3.0072 1.7864  1.42
N: 0.4071 -2.6287 0.5462  0.07
C: 0.8994 -3.6067 -0.4185  -0.83
C: 2.1610 -3.1671 -1.1497  -0.65
C: 1.9020 -1.8453 -1.8684  -1.34
N: 1.8400 -0.7327 -0.9422  0.47
C: 2.8972 0.0207 -0.6677  0.92
C: 4.1741 -0.2863 -1.1684  -1.15
C: 5.3596 0.4251 -1.1594  -0.75
C: 5.6139 1.6990 -0.6815  -0.65
C: 4.7287 2.4922 0.0244  -0.86
C: 3.4443 2.2203 0.4695  -0.89
C: 2.5854 1.1307 0.2547  1.78
N: 1.3678 1.0540 0.7974  0.62
C: 0.8415 2.1425 1.6097  -0.45
C: 1.1922 2.0485 3.0945  -0.90
H: 0.9902 -0.0734 3.3895  0.18
H: 0.8965 0.8757 4.8496  0.49
H: -1.3638 1.7886 3.9638  0.52
H: -1.2728 0.1674 4.6283  0.44
H: -1.6992 0.9946 1.7436  -1.08
H: -2.6311 -0.0909 2.7199  0.82
H: -2.3480 -1.6676 3.8138  0.35
H: -2.2964 -3.4494 5.2307  0.38
H: -0.6986 -5.1624 5.3821  0.36
H: 1.0140 -5.6083 3.8396  0.35
H: 1.4259 -4.6260 1.8265  0.32
H: 0.1105 -3.7465 -1.1676  0.11
H: 1.0598 -4.5797 0.0426  0.56
H: 2.4313 -3.9375 -1.8744  0.46
H: 2.9884 -3.0512 -0.4445  0.28
H: 0.9191 -1.9232 -2.3458  0.12
H: 2.6312 -1.6624 -2.6604  0.81
H: 4.2410 -1.2484 -1.6593  0.34
H: 6.2000 -0.0810 -1.6209  0.37
H: 6.6015 2.1037 -0.8612  0.35
H: 5.1097 3.4629 0.3212  0.36
H: 3.0418 3.0071 1.0908  0.34
H: -0.2413 2.1310 1.4989  -0.46
H: 1.1628 3.1108 1.2220  0.74
H: 0.8546 2.9678 3.5813  0.41
H: 2.2789 1.9991 3.2041  0.41
C: -1.2666 1.0122 -4.5383  -1.40
C: -0.3802 0.7721 -3.3221  0.82
C: 0.7847 1.7563 -3.2452  -1.22
Sb: -1.4028 0.7527 -1.3782  -0.84
C: -1.8574 2.8820 -1.0062  0.57
C: -2.2986 3.6132 -2.2681  -1.37
C: -2.8876 3.0180 0.1083  -1.17
C: -3.3198 -0.2529 -1.7208  0.37
C: -3.0153 -1.6321 -2.2978  -1.24
C: -4.2956 0.5400 -2.5814  -1.30
H: -0.6458 0.9978 -5.4384  0.48
H: -1.7693 1.9782 -4.5006  0.25
H: -2.0215 0.2344 -4.6512  0.29
H: 0.0247 -0.2390 -3.3843  0.09
H: 0.4402 2.7889 -3.1730  0.21
H: 1.3941 1.6799 -4.1494  0.48
H: 1.4311 1.5527 -2.3902  0.19
H: -0.8979 3.2834 -0.6705  0.36
H: -3.2580 3.2393 -2.6281  0.21
H: -1.5665 3.5303 -3.0683  0.28
H: -2.4209 4.6767 -2.0462  0.49
H: -3.8375 2.5575 -0.1679  0.20
H: -3.0829 4.0762 0.2991  0.47
H: -2.5493 2.5770 1.0467  0.28
H: -3.7284 -0.3700 -0.7140  0.53
H: -2.6193 -1.5553 -3.3121  0.23
H: -3.9296 -2.2278 -2.3436  0.48
H: -2.2925 -2.1760 -1.6831  0.21
H: -3.8859 0.7352 -3.5729  0.19
H: -4.5620 1.4919 -2.1227  0.26
H: -5.2178 -0.0335 -2.7080  0.50

***

3.
C4H4O3 in the gas phase, computed with ωB97M-V/def2-TZVPD.

The value obtained for the energy is -380.38612 a.u. The calculation puts the HOMO energy at -9.51 eV. Its total charge is 0. Its LUMO energy is 0.0465 eV. The spin multiplicity is 1. The energy relative to the best compared isomer or geometry (same formula, charge and spin) is 4.379 eV.

Last column: Mulliken charge in e.
Element x y z (Å)
C: 0.4388 1.4794 -0.1319  -1.14
C: -0.0969 0.0915 0.0351  1.20
O: -1.5131 -0.0222 0.3835  -0.40
C: -0.6069 -0.5453 1.2372  0.21
O: -0.5791 -1.0564 2.3057  -0.49
C: 0.0656 -2.0437 -0.6860  -0.33
O: 0.2548 -0.7873 -1.0255  -0.24
H: 0.2661 2.0498 0.7837  0.35
H: -0.0712 1.9833 -0.9595  0.29
H: 1.5118 1.4553 -0.3376  0.33
H: 0.3301 -2.6043 -1.6048  0.23